Computed, not measured: a single C6H6 molecule, with ωB97M-V/def2-TZVPD.

Values from the calculation:
Highest occupied orbital energy: -9.50 eV
Calculated total energy: -232.00340 Eh
E_LUMO: 0.924 eV
F_max: 0.67 eV/A
ΔE to the lowest compared entry with this formula, charge and spin: 6.0660 eV

```
12
C6H6 (ωB97M-V/def2-TZVPD)
C -0.3222 -1.5399 -0.7239
C 0.4332 -0.2357 -0.8936
C -0.7681 1.0393 -1.2742
C -0.3146 1.1940 -0.1008
C -0.0533 1.5167 1.2294
C 0.1289 1.8152 2.3844
H 0.3528 -2.3902 -0.8761
H -0.7374 -1.6087 0.2863
H -1.1472 -1.6054 -1.4385
H 0.9401 -0.1398 -1.8547
H 1.2296 -0.1466 -0.1444
H 0.2582 2.1010 3.4060
```

***

Computed, not measured: a single C6H6 molecule, with ωB97M-V/def2-TZVPD.

Values from the calculation:
Highest occupied orbital energy: -9.27 eV
Calculated total energy: -232.06246 Eh
E_LUMO: 1.036 eV
F_max: 0.52 eV/A
ΔE to the lowest compared entry with this formula, charge and spin: 4.4589 eV
SMILES: C#CCC1=CC1

```
12
C6H6 (ωB97M-V/def2-TZVPD)
C -0.0661 -1.9540 -0.7684
C -0.7712 0.4264 0.5616
C 0.0402 -0.5974 -0.1432
C 1.1276 -1.0437 -0.6777
C -0.1195 1.7353 0.6725
C 0.4037 2.8164 0.7446
H -0.5939 -2.0636 -1.7216
H -0.1279 -2.8442 -0.1347
H -1.7253 0.5330 0.0296
H -1.0290 0.0476 1.5601
H 2.1675 -0.9200 -0.9373
H 0.8707 3.7748 0.8033
```

***

Computed, not measured: a single C6H6 molecule, with ωB97M-V/def2-TZVPD.

Values from the calculation:
Highest occupied orbital energy: -10.00 eV
Calculated total energy: -232.08813 Eh
E_LUMO: 0.983 eV
F_max: 0.50 eV/A
ΔE to the lowest compared entry with this formula, charge and spin: 3.7606 eV
SMILES: C#CCCC#C

```
12
C6H6 (ωB97M-V/def2-TZVPD)
C -0.7708 0.3309 -2.8293
C -0.5775 0.5463 -1.6604
C -0.3312 0.7248 -0.2267
C 0.8220 -0.1839 0.2534
C 0.7740 -0.4592 1.6909
C 0.6621 -0.8093 2.8373
H -0.9496 0.1378 -3.8642
H -1.2431 0.4802 0.3290
H -0.1019 1.7739 -0.0083
H 0.7470 -1.1523 -0.2515
H 1.7845 0.2478 -0.0424
H 0.5545 -1.1717 3.8347
```

***

Computed, not measured: a single C6H6 molecule, with ωB97M-V/def2-TZVPD.

Values from the calculation:
Highest occupied orbital energy (spin up / spin down): -7.98 / -7.98 eV
Calculated total energy: -231.91766 Eh
E_LUMO (spin up / spin down): 0.332 / 0.332 eV
F_max: 2.44 eV/A
ΔE to the lowest compared entry with this formula, charge and spin: 8.3992 eV

```
12
C6H6 (ωB97M-V/def2-TZVPD)
C 0.9095 0.5287 -0.1522
C 0.3427 1.7325 0.0193
C 2.0893 -0.2859 -0.2921
C 1.3365 -1.1626 0.2771
C -0.5949 0.7772 0.5228
C -1.6920 0.1747 -0.3335
H 3.1494 -0.2200 -0.6198
H 0.9228 -1.9768 0.7852
H -0.6337 0.4916 1.5399
H -2.2521 -0.5331 0.2092
H -1.2211 -0.3778 -1.1342
H -2.3563 0.8515 -0.8217
```